Below is a structure of composition C36H47BBr2HgN10OP, with properties calculated with ωB97M-V/def2-TZVPD.

<S²>	0.753
energy above the lowest of the compared OMol25 structures with the same formula, charge and spin	40.1	kJ/mol
net charge	0
multiplicity	2
molar mass	1038.03	u

Structure (XYZ):
```
99
C36H47BBr2HgN10OP ωB97M-V/def2-TZVPD
Hg 0.55641 -0.08722 -0.99475
C -2.12974 3.31381 -4.19962
C -2.15370 2.61896 -2.98082
N -1.27070 1.62918 -2.96689
N -0.67404 1.65515 -4.17386
C -1.16864 2.65392 -4.93115
B 0.43937 0.67918 -4.57757
N 0.02891 -0.77813 -4.24431
C -0.62095 -1.63306 -5.04930
C -0.84518 -2.80615 -4.35735
C -0.28331 -2.57228 -3.09865
N 0.23956 -1.35174 -3.04526
N 1.77684 1.05374 -3.88996
C 2.92461 1.36424 -4.51872
C 3.85921 1.73561 -3.57384
C 3.17232 1.62661 -2.36022
N 1.92437 1.22457 -2.56178
H -2.72963 4.15403 -4.50214
H -2.78297 2.79657 -2.12356
H -0.80291 2.81493 -5.93121
H 0.60657 0.76639 -5.76708
H -0.86542 -1.35121 -6.05976
H -1.32720 -3.69771 -4.71755
H -0.19970 -3.21904 -2.23867
H 2.98600 1.31192 -5.59251
H 4.87578 2.04656 -3.73755
H 3.52264 1.80963 -1.35611
Br 3.09335 -4.08350 4.45886
C 2.68080 -2.81884 3.11354
C 1.65472 -1.91810 3.30264
C 1.38379 -1.03083 2.27050
N 2.04820 -1.01949 1.12093
C 3.02121 -1.91596 0.95125
C 3.39276 -2.82615 1.92888
C 3.68592 -1.93288 -0.38199
C 5.03214 -2.25631 -0.51491
C 5.56346 -2.27738 -1.79110
Br 7.38924 -2.69850 -2.03790
C 4.76726 -1.98350 -2.88118
C 3.44028 -1.66309 -2.63508
N 2.90856 -1.63689 -1.42000
H 1.05833 -1.91823 4.20180
H 0.57847 -0.30694 2.35463
H 4.18169 -3.54198 1.75053
H 5.64012 -2.47340 0.35132
H 5.16065 -1.98933 -3.88695
H 2.77336 -1.40987 -3.45042
C 0.29115 -5.84942 0.82797
C -0.09307 -4.39370 0.70438
O 0.71204 -3.54192 0.37450
N -1.40220 -4.11570 0.94284
C -1.93720 -2.77379 0.87668
C -2.48255 -2.29310 2.20141
C -3.80723 -1.89222 2.32303
C -4.26101 -1.42827 3.54763
C -3.37783 -1.39365 4.61257
C -2.07784 -1.82996 4.39723
N -1.63071 -2.26902 3.22712
H 0.26560 -6.30418 -0.16320
H -0.37270 -6.40827 1.48677
H 1.31041 -5.90684 1.20212
H -2.01175 -4.87014 1.20685
H -2.71511 -2.71091 0.11212
H -1.10949 -2.12700 0.57265
H -4.46439 -1.93177 1.46398
H -5.28671 -1.10383 3.66731
H -3.68048 -1.03802 5.58791
H -1.35850 -1.81484 5.21066
C -0.55982 1.87468 4.38315
C -0.68537 2.94443 3.29557
C -1.78993 3.92776 3.68018
P -0.78596 2.08350 1.63749
C -2.60761 1.88133 1.29709
C -2.76700 0.73293 0.29514
C -3.41734 3.08550 0.81776
C -0.15328 3.33604 0.41752
C 1.37741 3.24603 0.41537
C -0.56793 4.79797 0.57002
H -0.45504 2.33602 5.36863
H 0.30263 1.22710 4.21399
H -1.45183 1.24302 4.40673
H 0.26571 3.48803 3.24717
H -2.75264 3.41821 3.75914
H -1.89475 4.74562 2.97159
H -1.57409 4.36188 4.66035
H -3.01129 1.54124 2.26100
H -2.29454 0.96698 -0.66139
H -3.82536 0.52727 0.10642
H -2.29667 -0.17406 0.66798
H -3.04411 3.44458 -0.14205
H -3.40347 3.91887 1.51562
H -4.46008 2.79136 0.66960
H -0.50870 2.95988 -0.55016
H 1.78942 3.62862 1.35423
H 1.79308 3.84316 -0.39913
H 1.72251 2.21699 0.29666
H -0.17141 5.21937 1.49649
H -1.64611 4.94324 0.56418
H -0.14971 5.38169 -0.25409
```



Below is a structure of composition C23H23BrN6O5OsS4Si, with properties calculated with ωB97M-V/def2-TZVPD.

net charge	0
multiplicity	1
molar mass	889.96	u
energy	-167129.7215	eV

Structure (XYZ):
```
64
C23H23BrN6O5OsS4Si ωB97M-V/def2-TZVPD
Os -2.11006 0.75830 0.78639
Br -3.15465 2.06216 -2.46399
C -3.64028 2.97036 -0.88078
C -4.48208 4.06551 -0.97670
C -4.73355 4.81653 0.16030
C -4.06317 4.48452 1.32593
C -3.26600 3.35442 1.34520
N -3.09267 2.56347 0.26684
C -2.47828 2.96184 2.60966
O -2.51126 3.70974 3.56709
O -1.83893 1.86845 2.50391
H -4.92076 4.31012 -1.92836
H -5.40876 5.65478 0.12269
H -4.15556 5.05304 2.23676
C 4.09718 2.36109 -3.09782
Si 2.79352 1.22743 -2.28138
C 3.63270 -0.01842 -1.10540
C 1.77837 0.40044 -3.66067
C 1.68773 2.33206 -1.19663
C 1.95373 3.66203 -0.92364
C 1.12175 4.40545 -0.09194
C -0.02596 3.80485 0.38812
N -0.31363 2.54061 0.12054
C 0.54073 1.79965 -0.59115
S 0.13212 0.12071 -0.65578
H 4.71048 1.78798 -3.78515
H 4.76474 2.81814 -2.37389
H 3.63472 3.15800 -3.67230
H 4.15713 -0.79433 -1.65163
H 2.89058 -0.49514 -0.47221
H 4.35924 0.47184 -0.46346
H 2.41926 -0.17722 -4.31911
H 1.26295 1.13479 -4.27249
H 1.02911 -0.27011 -3.25518
H 2.83362 4.12170 -1.34772
H 1.34917 5.42975 0.15856
H -0.73471 4.35105 1.00185
O -3.86493 -2.32871 -1.46278
S -2.61582 -1.61814 -1.37732
N -2.83730 -0.28629 -0.56995
N 4.10758 -4.97435 1.68853
C 2.84281 -4.75481 1.22493
C 1.77192 -5.53315 1.68472
C 0.50263 -5.33836 1.18436
C 0.28879 -4.36442 0.22507
C 1.33022 -3.58546 -0.24728
C 2.60162 -3.77826 0.24733
S -1.33289 -4.09363 -0.43449
O -2.24686 -5.02258 0.15678
O -1.27349 -3.95006 -1.85419
N -1.66317 -2.53798 0.09470
C -1.78389 -2.24527 1.37338
S -1.81907 -3.48322 2.60187
C -1.87179 -2.23504 3.80981
C -1.89876 -1.01847 3.23595
N -1.84328 -1.01556 1.86625
H 4.21939 -5.54570 2.50862
H 4.81390 -4.28542 1.49694
H 1.95229 -6.30250 2.42102
H -0.33462 -5.92818 1.52151
H 1.12230 -2.83783 -0.99505
H 3.42659 -3.19186 -0.12889
H -1.88598 -2.47722 4.85207
H -1.92672 -0.07312 3.74964
```



Below is a structure of composition C26H82BO17PtSSr, with properties calculated with ωB97M-V/def2-TZVPD.

<S²>	2.004
net charge	+1
multiplicity	3
molar mass	992.50	u
energy	-78681.7175	eV

Structure (XYZ):
```
129
C26H82BO17PtSSr ωB97M-V/def2-TZVPD
Pt -3.40097 -1.02241 1.13562
Sr 1.02461 -0.00736 0.37545
B -0.91494 -1.84854 0.73093
H -1.34393 -2.80985 0.96774
H -1.61676 -1.33453 0.09258
H -0.67533 -1.30779 1.63339
H 0.05318 -2.04021 0.29477
S -1.37174 1.61783 1.04154
O -0.17784 1.40147 1.80687
O -2.45037 0.74759 1.52931
O -1.86532 2.97523 1.20613
O -0.98309 1.30567 -0.31400
C -1.54298 1.12936 -5.73665
C -0.97466 2.48821 -5.31769
O -0.12707 2.38524 -4.21907
H -0.78812 0.41027 -6.05477
H -2.23520 1.14584 -6.57847
H -2.24799 0.75300 -4.99542
H -1.81753 3.16373 -5.17160
H -0.38387 2.82352 -6.17012
H -0.68701 2.45378 -3.44230
C 4.26149 -3.41820 0.41035
C 3.96483 -2.09216 -0.35194
O 2.55792 -1.85483 -0.55112
H 5.23328 -3.53984 0.88882
H 4.08119 -4.32439 -0.16794
H 3.66370 -3.35342 1.31949
H 4.35048 -2.09842 -1.37142
H 4.54199 -1.28977 0.10756
H 2.25913 -2.66953 -0.96172
C -5.94646 0.25678 -1.43273
C -4.66509 -0.44625 -1.76668
O -3.49465 -0.07842 -0.98253
H -6.60776 0.01441 -2.26462
H -5.73020 1.32370 -1.37789
H -6.23241 -0.12975 -0.45450
H -4.36753 -0.39658 -2.81410
H -4.84355 -1.51833 -1.68361
H -3.03007 0.70608 -1.28307
C 1.25363 6.01539 -0.14337
C 0.19964 4.83959 -0.09655
O -1.08905 5.29275 0.21206
H 2.20964 5.69823 -0.55999
H 1.32916 6.48787 0.83600
H 0.85792 6.82665 -0.75440
H 0.43585 4.11164 0.67959
H 0.18603 4.33714 -1.06374
H -1.52090 4.53581 0.61474
C -1.94445 -0.43074 5.20974
C -2.68099 -1.66097 4.69107
O -2.73153 -1.54507 3.27497
H -1.87872 -0.41571 6.29765
H -2.66528 0.34958 4.96559
H -0.97785 -0.37143 4.70948
H -3.69378 -1.64458 5.09366
H -2.27933 -2.61222 5.04019
H -1.86433 -1.88686 3.04528
C 2.37306 -6.42721 -1.29567
C 1.51780 -5.31753 -1.80981
O 1.37133 -4.31052 -0.80552
H 2.36701 -7.28649 -1.96626
H 2.04656 -6.92020 -0.38000
H 3.40824 -6.17809 -1.06233
H 0.51583 -5.70394 -1.99649
H 1.79752 -4.92426 -2.78715
H 0.72576 -4.62154 -0.16669
C -4.19116 3.87740 -3.04368
C -3.35420 3.20199 -1.90572
O -2.29452 2.38502 -2.27019
H -3.64054 4.65421 -3.57422
H -4.95706 4.33034 -2.41412
H -4.70763 3.23919 -3.76065
H -4.06569 2.75628 -1.21057
H -2.89483 4.00070 -1.32337
H -1.86866 2.27323 -1.41711
C -0.87673 3.81511 5.88248
C -0.92631 3.15300 4.50098
O 0.34847 3.25609 3.97093
H -0.60743 4.85627 5.70484
H -0.08521 3.41001 6.51294
H -1.82120 3.70282 6.41490
H -1.64785 3.45412 3.74151
H -1.10486 2.09455 4.69046
H 0.17175 3.19146 3.02955
C -0.15527 -2.07381 -3.94349
C 0.81317 -0.91952 -3.57145
O 0.33152 -0.56830 -2.27712
H -0.30149 -2.10786 -5.02310
H -1.12647 -2.09854 -3.44926
H 0.35037 -2.98360 -3.61989
H 0.92844 -0.20033 -4.38236
H 1.81374 -1.35153 -3.55329
H -0.47114 -0.05457 -2.39298
C 4.09470 2.68473 -3.20952
C 3.51725 1.54769 -2.40520
O 2.23502 1.78274 -1.95176
H 4.24485 3.44534 -2.44335
H 3.53931 2.93778 -4.11263
H 5.11284 2.40035 -3.47526
H 4.16139 1.32978 -1.55332
H 3.53360 0.67264 -3.05490
H 1.57921 1.65852 -2.64174
C 3.90732 3.49285 1.28098
C 3.06287 2.33421 1.83494
O 3.33970 1.13888 1.15338
H 4.93239 3.46120 1.65021
H 3.41680 4.43224 1.53602
H 3.99225 3.37545 0.20065
H 1.99754 2.49474 1.66941
H 3.10315 2.37542 2.92342
H 4.29451 1.07926 1.07345
C -1.99395 -6.59023 2.02102
C -1.82980 -5.76565 0.75561
O -0.71705 -4.92425 0.89835
H -2.74644 -7.36153 1.85685
H -2.31140 -6.13425 2.95879
H -1.04024 -7.11593 2.06758
H -2.72347 -5.16396 0.59008
H -1.88095 -6.41588 -0.11771
H -0.94601 -4.03093 0.63160
C 3.49844 -1.69141 3.47693
C 1.98467 -1.93457 3.13771
O 1.45575 -0.66975 3.08009
H 4.13872 -2.54469 3.25319
H 3.53063 -1.38648 4.52292
H 3.99478 -0.86844 2.96266
H 1.61972 -2.29805 4.09833
H 1.74065 -2.54174 2.26599
H 1.76451 -0.25802 3.89049
```



Below is a cluster of 2 separate species, C8H5Cl2F3O in total, with properties calculated with ωB97M-V/def2-TZVPD.

energy above the lowest of the compared OMol25 structures with the same formula, charge and spin	233.7	kJ/mol
net charge	0
multiplicity	1
molar mass	245.03	u

Structure (XYZ):
```
19
C8H5Cl2F3O ωB97M-V/def2-TZVPD
C 0.58667 1.46292 0.21295
C 0.82594 -0.90004 -0.20314
C -1.34176 0.08240 0.04101
C 1.40739 0.34885 0.00179
C -0.79089 1.32026 0.22706
C -0.56219 -1.01420 -0.17350
C 3.71882 -0.37414 -0.09153
C -4.32707 -0.07196 0.10885
O 2.72806 0.63035 0.00777
F -1.55352 2.40529 0.41701
F -1.09416 -2.23165 -0.36972
F -4.60649 0.92878 0.94763
Cl -4.65891 -1.61261 0.74702
Cl -4.74103 0.25284 -1.51167
H 1.03276 2.43208 0.36761
H 1.38695 -1.80125 -0.38836
H 3.31228 -1.38011 -0.15264
H 4.35724 -0.30255 0.79232
H 4.31991 -0.17526 -0.98045
```